Arrangement w

{"formula": "H16O8", "method": "the ωB97M-V functional and the def2-TZVPD basis", "charge": 0, "lumo_ev": -0.82, "gap_ha": 0.348, "species": ["O", "H", "H", "H", "O", "H", "O", "H", "H", "O", "H", "H", "O", "H", "H", "O", "H", "H", "O", "H", "H", "O", "H", "H"], "coordinates": [[4.325, 41.211, 5.069], [4.829, 42.009, 5.355], [4.440, 40.338, 5.525], [4.650, 40.932, 4.137], [4.834, 39.259, 6.834], [5.173, 38.425, 6.997], [4.961, 36.547, 9.238], [5.804, 36.045, 9.185], [4.544, 36.540, 8.332], [2.687, 38.307, 7.999], [3.541, 38.763, 7.765], [2.036, 38.573, 7.283], [3.175, 35.887, 7.125], [2.490, 35.484, 7.539], [3.066, 36.833, 7.478], [6.478, 41.120, 7.109], [6.391, 41.523, 8.058], [5.822, 40.427, 7.040], [4.127, 40.718, 8.822], [4.682, 40.216, 8.150], [4.043, 40.095, 9.687], [5.168, 38.312, 4.230], [5.177, 38.683, 5.175], [4.269, 38.200, 4.075]], "nbo_charge": [-0.805, 0.583, 0.579, 0.561, -1.216, 0.478, -0.971, 0.470, 0.483, -0.968, 0.513, 0.474, -0.985, 0.460, 0.477, -1.017, 0.488, 0.471, -1.009, 0.481, 0.483, -0.968, 0.480, 0.457]}

***

Arrangement x

{"formula": "H16O8", "method": "the ωB97M-V functional and the def2-TZVPD basis", "charge": 0, "lumo_ev": -0.82, "gap_ha": 0.361, "species": ["O", "H", "H", "O", "H", "H", "O", "H", "H", "O", "H", "H", "O", "H", "H", "O", "H", "H", "O", "H", "H", "O", "H", "H"], "coordinates": [[-0.360, 1.334, 0.599], [0.088, 0.802, -0.068], [-0.639, 0.692, 1.262], [-2.269, -1.892, 2.446], [-1.493, -2.464, 2.455], [-2.720, -2.121, 1.626], [-3.348, 1.962, -0.909], [-2.527, 2.380, -0.626], [-3.086, 1.064, -1.141], [-0.026, 3.487, -0.051], [0.747, 3.848, 0.398], [0.320, 3.163, -0.890], [2.498, 0.613, 1.927], [2.900, -0.185, 1.565], [1.554, 0.487, 1.779], [3.858, -0.220, -1.043], [3.367, 0.162, -1.779], [3.316, -0.965, -0.761], [-2.076, -1.752, -1.549], [-1.699, -2.100, -0.733], [-1.337, -1.754, -2.168], [1.009, -1.930, -1.083], [1.432, -1.870, -0.219], [0.490, -2.741, -1.035]], "nbo_charge": [-0.925, 0.460, 0.465, -0.928, 0.461, 0.468, -0.950, 0.482, 0.468, -0.923, 0.471, 0.456, -0.924, 0.456, 0.464, -0.926, 0.473, 0.453, -0.929, 0.454, 0.475, -0.942, 0.466, 0.473]}

***

Arrangement y

{"formula": "H16O8", "method": "the ωB97M-V functional and the def2-TZVPD basis", "charge": 0, "lumo_ev": -0.41, "gap_ha": 0.398, "species": ["O", "H", "H", "O", "H", "H", "O", "H", "H", "O", "H", "H", "O", "H", "H", "O", "H", "H", "O", "H", "H", "O", "H", "H"], "coordinates": [[0.309, -0.065, -0.392], [-0.098, -0.710, 0.196], [0.953, 0.388, 0.165], [-1.901, -0.808, -3.026], [-2.714, -0.892, -3.537], [-2.203, -0.740, -2.114], [3.276, 2.553, 0.839], [2.361, 2.257, 0.896], [3.563, 2.263, -0.034], [2.181, 0.120, -4.353], [3.142, 0.176, -4.293], [2.026, -0.657, -4.902], [-2.422, -0.182, 2.651], [-3.274, -0.624, 2.746], [-2.297, -0.117, 1.697], [3.016, 0.128, 3.495], [2.064, 0.279, 3.507], [3.144, -0.613, 4.098], [-0.795, 3.402, 1.842], [-1.337, 3.888, 1.209], [-1.148, 2.505, 1.812], [-2.423, -4.392, -1.110], [-2.771, -3.496, -1.180], [-2.653, -4.663, -0.214]], "nbo_charge": [-0.927, 0.460, 0.467, -0.922, 0.464, 0.458, -0.925, 0.460, 0.466, -0.931, 0.463, 0.468, -0.936, 0.474, 0.462, -0.930, 0.464, 0.467, -0.936, 0.470, 0.466, -0.928, 0.463, 0.465]}

***

Arrangement z

{"formula": "H16O8", "method": "the ωB97M-V functional and the def2-TZVPD basis", "charge": 0, "lumo_ev": -0.93, "gap_ha": 0.290, "species": ["O", "H", "H", "O", "H", "H", "O", "H", "H", "O", "H", "H", "O", "H", "H", "O", "H", "H", "O", "H", "H", "O", "H", "H"], "coordinates": [[-23.676, -33.177, -1.899], [-23.570, -32.960, -2.826], [-23.181, -32.501, -1.436], [-25.639, -33.500, -3.547], [-25.746, -34.450, -3.585], [-26.402, -33.153, -4.009], [-25.532, -30.886, 0.563], [-26.197, -31.239, -0.028], [-25.200, -30.108, 0.114], [-24.160, -30.250, -3.617], [-24.505, -30.160, -4.506], [-24.475, -31.105, -3.324], [-26.739, -29.245, -1.201], [-26.560, -29.597, -2.073], [-25.876, -29.152, -0.798], [-23.640, -32.794, -3.861], [-24.525, -33.080, -3.637], [-23.721, -32.427, -4.741], [-26.871, -31.468, -0.647], [-27.427, -31.048, -1.304], [-27.383, -32.219, -0.346], [-25.310, -31.695, -2.752], [-25.739, -31.478, -1.925], [-25.796, -32.450, -3.084]], "nbo_charge": [-1.016, 0.421, 0.457, -0.832, 0.536, 0.509, -0.994, 0.400, 0.397, -1.003, 0.424, 0.449, -0.932, 0.466, 0.472, -0.908, 0.454, 0.477, -0.802, 0.517, 0.504, -0.923, 0.488, 0.438]}

***

Short version: arrangement y, arrangement x, arrangement w, arrangement z, most stable first.

***

Arrangement w

{"formula": "H16O8", "method": "the ωB97M-V functional and the def2-TZVPD basis", "charge": 0, "lumo_ev": -0.11, "gap_ha": 0.402, "species": ["O", "H", "H", "O", "H", "H", "O", "H", "H", "O", "H", "H", "O", "H", "H", "O", "H", "H", "O", "H", "H", "O", "H", "H"], "coordinates": [[-17.286, -3.427, 20.065], [-17.299, -4.335, 20.264], [-16.470, -3.275, 19.580], [-18.772, -9.095, 21.322], [-19.660, -9.015, 20.887], [-18.720, -8.187, 21.669], [-16.901, -9.926, 23.138], [-16.843, -9.392, 23.897], [-17.643, -9.653, 22.597], [-16.127, -6.366, 23.327], [-16.138, -5.479, 23.694], [-15.720, -6.903, 24.017], [-18.141, -3.931, 23.459], [-18.177, -4.791, 23.156], [-17.281, -3.554, 23.234], [-21.003, -6.024, 21.665], [-20.161, -6.382, 22.033], [-20.694, -5.141, 21.538], [-17.892, -6.050, 20.107], [-17.460, -6.672, 19.568], [-18.709, -6.074, 19.677], [-18.536, -6.795, 22.505], [-17.753, -6.917, 23.021], [-18.213, -6.546, 21.609]], "nbo_charge": [-0.952, 0.475, 0.464, -0.987, 0.480, 0.477, -0.959, 0.449, 0.495, -0.948, 0.485, 0.488, -0.937, 0.469, 0.465, -0.958, 0.480, 0.459, -0.925, 0.496, 0.494, -1.014, 0.511, 0.492]}

***

Arrangement x

{"formula": "H16O8", "method": "the ωB97M-V functional and the def2-TZVPD basis", "charge": 0, "lumo_ev": -0.07, "gap_ha": 0.377, "species": ["O", "H", "H", "O", "H", "H", "O", "H", "H", "O", "H", "H", "O", "H", "H", "O", "H", "H", "O", "H", "H", "O", "H", "H"], "coordinates": [[-0.673, 0.211, 0.612], [-1.474, -0.124, 0.193], [-0.004, -0.451, 0.401], [-0.918, 2.883, -0.612], [-0.353, 3.571, -0.980], [-1.630, 2.794, -1.256], [2.304, -1.604, -2.245], [1.720, -0.848, -2.121], [3.077, -1.394, -1.708], [1.647, -0.598, 3.049], [2.127, -0.382, 3.856], [2.130, -0.131, 2.358], [3.322, 2.406, -1.012], [3.264, 1.445, -0.956], [4.119, 2.621, -0.514], [1.300, -2.909, 0.354], [1.935, -2.627, -0.314], [1.758, -3.609, 0.833], [-3.084, 1.116, 1.463], [-3.533, 0.345, 1.098], [-3.295, 1.087, 2.403], [-4.791, -1.480, -1.376], [-3.832, -1.416, -1.448], [-5.118, -0.908, -2.079]], "nbo_charge": [-0.916, 0.454, 0.459, -0.921, 0.462, 0.459, -0.933, 0.478, 0.461, -0.926, 0.463, 0.463, -0.927, 0.459, 0.469, -0.947, 0.470, 0.470, -0.929, 0.459, 0.471, -0.935, 0.466, 0.470]}

***

Short version: arrangement w, arrangement x, most stable first.